This record from OMol25 describes an isolated molecule of C10H16N2O2SSi at a distorted geometry. The level of theory is ωB97M-V with the def2-TZVPD basis set.

## Properties
molar mass	256.40	g/mol
LUMO level	-0.449	eV
SMILES string	C[Si]1(C)CCCC2(C1)C(=O)NC(=S)NC2=O
frontier orbital gap	8.89	eV
energy above the lowest of the compared OMol25 structures with the same formula, charge and spin	1.088	eV
HOMO energy	-0.343	Ha

Each line ends with the Löwdin charge.
CARTESIAN COORDINATES (ANGSTROEM)
O  0.795  1.419  -1.376  0.09
O  -2.329  0.834  1.870  0.09
S  -0.993  5.358  0.801  0.66
C  0.267  1.842  -0.355  -0.37
C  -1.422  1.537  1.383  -0.34
C  -0.699  3.713  0.771  -0.84
N  0.187  3.183  -0.138  0.15
N  -1.329  2.899  1.608  0.13
C  0.813  0.348  1.551  -0.07
C  1.918  -0.443  0.729  -0.25
C  -0.313  0.860  0.637  -0.32
C  -0.840  -3.366  -0.612  -0.17
C  0.260  -1.486  -2.605  -0.18
C  1.543  -1.816  0.289  -0.24
C  -1.041  -0.303  -0.095  -0.15
Si  -0.013  -1.675  -0.800  0.51
H  0.566  3.851  -0.767  0.13
H  -2.046  3.407  2.104  0.14
H  0.401  -0.318  2.308  0.13
H  1.201  1.210  2.055  0.12
H  2.889  -0.382  1.262  0.11
H  2.166  0.213  -0.083  0.08
H  -1.942  -3.181  -0.479  0.04
H  -0.454  -3.955  0.210  0.01
H  -0.631  -3.997  -1.513  0.04
H  0.610  -2.385  -3.134  0.04
H  1.013  -0.733  -2.742  0.01
H  -0.713  -1.109  -3.024  0.06
H  2.275  -2.268  -0.513  0.13
H  1.105  -2.432  1.088  0.07
H  -1.642  -0.922  0.527  0.07
H  -1.603  0.096  -0.958  0.11



This record from OMol25 describes a structure of composition C31H28ClFIrN6O7Sb at a distorted geometry. The level of theory is ωB97M-V with the def2-TZVPD basis set.

## Properties
total charge	+1
molar mass	965.03	g/mol
LUMO level (alpha / beta)	-5.064 / -4.962	eV
frontier orbital gap (alpha / beta)	5.32 / 5.39	eV
2S+1	2
expectation value of S²	0.769
energy above the lowest of the compared OMol25 structures with the same formula, charge and spin	3.495	eV
HOMO energy (alpha / beta)	-0.381 / -0.380	Ha

Each line ends with the Löwdin spin population.
CARTESIAN COORDINATES (ANGSTROEM)
Ir  -0.092  -0.426  -0.503  0.70
Cl  2.882  -6.103  2.679  0.00
C  2.585  -4.578  1.932  0.00
C  3.156  -3.413  2.472  0.00
C  2.919  -2.190  1.899  0.01
C  2.108  -2.056  0.753  0.01
O  1.911  -0.877  0.231  0.11
C  1.557  -3.255  0.195  0.00
C  0.784  -3.218  -0.984  0.00
N  0.453  -2.119  -1.616  0.00
C  -0.050  -2.126  -2.915  0.00
C  0.257  -3.089  -3.856  0.00
C  -0.288  -3.025  -5.147  0.00
C  -1.144  -2.015  -5.498  0.00
C  -1.438  -0.986  -4.579  0.00
C  -2.302  0.098  -4.858  0.01
C  -2.504  1.072  -3.917  0.00
C  -1.813  1.003  -2.699  0.01
N  -1.010  0.000  -2.416  -0.01
C  -0.843  -1.020  -3.300  0.00
C  1.805  -4.499  0.812  0.00
H  3.783  -3.494  3.350  0.00
H  3.356  -1.289  2.310  0.00
H  0.433  -4.173  -1.377  0.00
H  0.937  -3.891  -3.598  0.00
H  -0.030  -3.792  -5.865  0.00
H  -1.593  -1.984  -6.482  0.00
H  -2.795  0.133  -5.822  0.00
H  -3.174  1.899  -4.098  0.00
H  -1.906  1.788  -1.956  0.00
H  1.383  -5.402  0.388  0.00
O  -2.110  -1.312  -0.044  0.03
N  -2.587  -1.153  1.129  0.00
N  -1.789  -0.689  1.990  0.01
O  -0.538  -0.395  1.735  0.12
C  -2.284  -0.449  3.315  0.00
C  -3.501  -0.987  3.724  0.00
C  -3.938  -0.745  5.014  0.00
C  -3.179  0.029  5.881  0.00
C  -1.970  0.559  5.461  0.00
C  -1.514  0.319  4.175  0.00
H  -4.084  -1.582  3.039  0.00
H  -4.874  -1.175  5.342  0.00
H  -3.534  0.221  6.885  0.00
H  -1.373  1.159  6.134  0.00
H  -0.575  0.722  3.823  0.00
F  -1.419  3.304  4.879  0.00
C  -1.671  3.500  3.583  0.00
C  -0.666  3.653  2.715  0.00
N  -0.889  3.875  1.376  0.00
C  0.213  3.927  0.448  0.00
C  0.575  2.517  -0.058  0.00
O  1.731  2.353  -0.493  0.00
O  -0.360  1.686  0.009  0.01
C  -2.171  3.863  0.840  0.00
O  -2.382  3.964  -0.351  0.00
N  -3.171  3.731  1.775  0.00
C  -3.065  3.538  3.159  0.00
O  -4.037  3.418  3.858  0.00
H  0.363  3.609  3.042  0.00
H  1.093  4.373  0.905  0.00
H  -0.090  4.509  -0.420  0.00
H  -4.113  3.753  1.410  0.00
C  3.263  2.383  -3.025  0.00
Sb  2.798  0.609  -1.900  -0.01
C  3.401  -0.987  -3.277  0.00
C  4.444  0.637  -0.550  0.00
H  4.105  2.179  -3.687  0.00
H  3.523  3.150  -2.301  0.00
H  2.405  2.713  -3.607  0.00
H  4.431  -0.776  -3.561  0.00
H  2.749  -0.974  -4.147  0.00
H  3.330  -1.946  -2.768  0.00
H  5.289  1.094  -1.062  0.00
H  4.685  -0.378  -0.246  0.00
H  4.164  1.228  0.319  0.00



This record from OMol25 describes an isolated molecule of C2H6N2O at a distorted geometry. The level of theory is ωB97M-V with the def2-TZVPD basis set.

## Properties
molar mass	74.08	g/mol
LUMO level	0.815	eV
SMILES string	NCC(N)=O
frontier orbital gap	10.53	eV
energy above the lowest of the compared OMol25 structures with the same formula, charge and spin	1.299	eV
HOMO energy	-0.357	Ha

Each line ends with the Löwdin charge.
CARTESIAN COORDINATES (ANGSTROEM)
C  0.670  -0.373  0.045  -0.28
C  -0.665  0.376  0.125  -0.51
H  1.913  0.979  -0.743  0.08
H  2.214  0.808  0.801  0.13
H  0.686  -1.110  0.915  0.13
H  0.420  -1.165  -0.772  0.14
H  -2.611  0.340  0.049  0.13
H  -2.060  -1.308  -0.321  0.11
N  1.976  0.184  -0.076  -0.02
N  -1.821  -0.357  -0.003  0.11
O  -0.721  1.626  -0.021  -0.01



This record from OMol25 describes an isolated molecule of C22H20FN3O3. The level of theory is ωB97M-V with the def2-TZVPD basis set.

## Properties
molar mass	393.42	g/mol
LUMO level	0.665	eV
SMILES string	COc1cc(CNc2ccc3[nH]c(=O)[nH]c3c2)ccc1OCc1ccccc1F
frontier orbital gap	7.99	eV
energy above the lowest of the compared OMol25 structures with the same formula, charge and spin	1.580	eV
HOMO energy	-0.269	Ha

Each line ends with the Löwdin charge.
CARTESIAN COORDINATES (ANGSTROEM)
C  -3.818  -1.907  1.495  -0.05
H  -3.458  -1.614  2.483  0.10
O  -2.754  -2.190  0.613  -0.06
C  -1.741  -1.307  0.420  -0.19
C  -0.740  -1.773  -0.436  0.05
C  0.378  -1.024  -0.748  -0.21
C  0.529  0.227  -0.160  -0.03
C  -0.448  0.705  0.687  -0.01
C  -1.595  -0.029  0.978  -0.22
O  -2.547  0.497  1.834  -0.07
C  -3.162  1.708  1.416  -0.12
C  -4.041  1.486  0.210  -0.13
C  -3.495  1.346  -1.061  -0.02
C  -4.296  1.059  -2.152  -0.07
C  -5.664  0.912  -1.995  -0.08
C  -6.234  1.054  -0.742  -0.01
C  -5.416  1.331  0.338  -0.24
F  -5.987  1.461  1.556  0.07
H  -7.297  0.948  -0.588  0.12
H  -6.289  0.688  -2.845  0.11
H  -3.849  0.950  -3.128  0.10
H  -2.429  1.460  -1.192  0.12
H  -2.410  2.475  1.192  0.13
H  -3.756  2.027  2.275  0.13
H  -0.328  1.675  1.147  0.12
H  1.407  0.820  -0.359  0.11
C  1.457  -1.595  -1.636  -0.15
N  2.569  -2.114  -0.861  0.02
C  3.548  -1.306  -0.310  -0.28
C  4.012  -0.157  -0.960  0.03
C  5.055  0.536  -0.381  -0.19
C  5.651  0.117  0.819  -0.20
C  5.205  -1.019  1.462  -0.02
C  4.153  -1.712  0.887  -0.04
H  3.785  -2.603  1.374  0.11
H  5.651  -1.357  2.384  0.11
N  6.651  1.028  1.106  0.17
C  6.709  2.000  0.135  -0.53
O  7.467  2.939  0.080  0.06
N  5.715  1.681  -0.770  0.18
H  5.536  2.219  -1.601  0.16
H  7.266  1.003  1.900  0.16
H  3.588  0.181  -1.891  0.11
H  2.274  -2.848  -0.230  0.13
H  1.828  -0.834  -2.324  0.11
H  1.055  -2.423  -2.227  0.12
H  -0.883  -2.755  -0.863  0.13
H  -4.380  -2.839  1.570  0.10
H  -4.471  -1.126  1.099  0.08



Which value of molar mass does entry 4 give?
393.42 g/mol



Which of these has the lowest molar mass?
C2H6N2O



energy above the lowest of the compared OMol25 structures with the same formula, charge and spin of number 1 (C10H16N2O2SSi)?
1.088 eV



Which formula does entry 3 have?
C2H6N2O